(1)
Density functional theory data (ωB97M-V/def2-TZVPD) for a structure of composition C24H26N4PdSi.

Output
Multiplicity: 5
Net charge: +2
Energy in a.u.: -1565.691148

Atoms and positions in Å:
C 3.505 -1.187 1.515
C -1.782 0.046 -4.610
H 1.639 -0.721 -2.004
H 3.018 -2.128 1.479
C 3.413 2.395 1.859
C -3.073 -5.196 -0.643
H 4.035 5.548 2.167
C 3.590 4.613 2.117
H 1.790 0.633 4.771
Pd 0.486 1.486 2.393
C -0.974 0.198 2.909
C -1.432 -3.414 -0.339
H 5.310 3.381 1.684
N 2.173 2.885 2.104
H -1.632 -0.320 2.216
H -3.324 -2.846 -3.133
N 2.803 -0.002 1.633
C -2.213 -0.115 -3.272
H -0.860 -0.444 -4.954
C -3.652 1.529 -5.128
H -0.536 0.615 -0.297
C -1.210 1.491 3.485
C -2.030 -4.614 0.035
H -4.324 -4.943 -2.329
H 0.391 0.933 -1.655
N 4.288 3.439 1.857
N 4.983 0.491 1.563
C 4.869 -0.889 1.459
C -1.929 -2.715 -1.463
C -3.524 -4.518 -1.747
H 1.407 4.890 2.490
C 2.252 4.254 2.277
C -0.090 1.800 4.323
C 0.835 0.714 4.269
C -3.447 0.490 -2.937
H 5.683 -1.552 1.362
H -2.050 2.142 3.295
H 5.853 1.013 1.560
C -2.491 0.878 -5.483
C 0.295 -0.273 3.386
H -1.613 -5.127 0.882
H -4.205 2.149 -5.806
H -4.996 1.787 -3.509
H 0.076 2.720 4.875
C 3.704 1.001 1.682
H 0.734 -1.224 3.123
H -2.087 1.068 -6.465
C -2.967 -3.332 -2.204
Si -1.544 -0.972 -1.773
H -3.520 -6.102 -0.325
H -0.576 -2.988 0.222
C -4.104 1.300 -3.851
C -0.032 0.108 -1.098
H 2.152 -0.388 -1.608
H -3.806 0.315 -1.911
H 0.740 -0.303 -0.447

=====

(2)
Density functional theory data (ωB97M-V/def2-TZVPD) for an isolated molecule of C6H9N.

Output
Multiplicity: 1
Energy in a.u.: -288.636110
SMILES string: CC1=N[C@]2(C)C[C@H]12

Atoms and positions in Å:
C -0.772 0.519 -2.486
N 0.983 -0.570 -0.942
C 0.543 -0.401 0.719
H -1.101 -0.380 -2.977
H -1.642 1.084 -2.244
H -0.943 -2.084 0.256
C -0.766 -1.219 0.741
H -1.211 -1.072 1.621
H 2.346 0.729 1.404
C -0.043 0.178 -1.182
H -1.350 0.931 0.593
H -0.063 1.168 -3.097
C -0.634 0.218 0.203
C 1.629 -0.137 1.693
H 2.189 -0.978 1.788
H 1.230 0.113 2.665